Below is a single C7H10 molecule, with properties calculated with ωB97M-V/def2-TZVPD.

Atoms and positions in Å:
C (0.88170, 1.48799, -0.77553)
C (-0.06425, 1.69477, 0.36761)
C (-0.46114, 0.79503, 1.27629)
C (-1.14778, -1.09559, -1.20674)
C (-0.15537, -1.77018, -0.61831)
C (0.46001, -1.50372, 0.69160)
C (0.20661, -0.49098, 1.53272)
H (0.29356, 1.49807, -1.70418)
H (1.61658, 2.29687, -0.85117)
H (1.40393, 0.52894, -0.74115)
H (-0.50274, 2.68966, 0.43123)
H (-1.23775, 1.08896, 1.98309)
H (-1.53163, -0.15678, -0.81948)
H (-1.63929, -1.50180, -2.08445)
H (0.17957, -2.69138, -1.09241)
H (1.11781, -2.29245, 1.05625)
H (0.58018, -0.57741, 2.55461)

Properties
Electronic energy = -272.650606 Eh
Relative energy (zero: lowest compared OMol25 entry of this formula, charge and spin) = 176.9 kJ/mol
LUMO level = 0.717 eV
HOMO = -8.44 eV
Kohn-Sham gap = 9.159 eV
Total charge = 0
Structure (SMILES) = C=C/C=C\C=C/C

Below is a single C7H10 molecule, with properties calculated with ωB97M-V/def2-TZVPD.

Atoms and positions in Å:
C (-0.43027, -0.44395, -2.30256)
C (-0.79575, 0.52314, -1.17556)
C (-0.06979, 0.32504, 0.10541)
C (0.16560, 1.29151, 1.23733)
C (0.67291, 0.07680, 2.06351)
C (0.47111, -0.74808, 0.78013)
C (0.63475, -2.07611, 0.32287)
H (0.55422, -0.19938, -2.71358)
H (-1.16321, -0.37610, -3.11258)
H (-0.38319, -1.46861, -1.92665)
H (-0.68890, 1.56969, -1.49060)
H (-1.86125, 0.40976, -0.91734)
H (0.94092, 2.03078, 1.00184)
H (-0.71747, 1.82232, 1.61013)
H (-0.00700, -0.20220, 2.87562)
H (1.68967, 0.15175, 2.45967)
H (0.98765, -2.68637, 1.18236)

Properties
Electronic energy = -272.545894 Eh
Relative energy (zero: lowest compared OMol25 entry of this formula, charge and spin) = 451.9 kJ/mol
LUMO level (spin up / spin down) = -0.645 / -0.645 eV
HOMO (spin up / spin down) = -7.94 / -7.94 eV
Kohn-Sham gap (spin up / spin down) = 7.291 / 7.292 eV
Total charge = 0

Below is a single C7H10 molecule at a distorted geometry, with properties calculated with ωB97M-V/def2-TZVPD.

Atoms and positions in Å:
C (-0.03744, 1.31173, 1.97258)
C (-0.62311, 2.38804, 1.51067)
C (-0.31343, -0.17042, 1.73601)
C (-0.17656, -0.39741, 0.19139)
C (0.79690, -0.78963, -0.59796)
C (0.82770, -1.38173, -1.95677)
C (-0.03070, -1.60250, -3.02823)
H (0.64143, 1.47683, 2.72455)
H (-0.50803, 3.34642, 2.01897)
H (-1.54129, 2.43766, 0.95528)
H (0.49569, -0.72624, 2.12782)
H (-1.33990, -0.52430, 2.01476)
H (-1.14022, 0.02730, -0.24584)
H (1.76339, -0.96475, -0.00187)
H (1.95086, -1.43224, -2.26821)
H (-1.17125, -1.41569, -3.06666)
H (0.40596, -1.58309, -4.08649)

Properties
Electronic energy = -272.578366 Eh
Relative energy (zero: lowest compared OMol25 entry of this formula, charge and spin) = 366.6 kJ/mol
LUMO level = 0.632 eV
HOMO = -8.56 eV
Kohn-Sham gap = 9.193 eV
Total charge = 0
Structure (SMILES) = C=C/C=C/CC=C

Below is 3 unconnected molecules or ions with the total composition C7H10, with properties calculated with ωB97M-V/def2-TZVPD.

Atoms and positions in Å:
C (0.98283, -0.73614, 1.20806)
C (1.29549, 0.45363, 0.35422)
C (1.19174, -0.93143, -0.26723)
C (-0.01190, -0.48144, -1.12436)
C (-1.47603, -0.60842, -0.54140)
C (-1.31214, 0.84396, -0.05329)
C (0.05511, 0.89787, -0.42702)
H (1.80404, -1.08189, 1.83166)
H (0.00563, -0.83124, 1.67508)
H (2.18318, 1.06028, 0.50188)
H (1.99644, -1.56428, -0.63032)
H (0.08032, -0.64950, -2.19868)
H (-1.54180, -1.37608, 0.23508)
H (-2.27697, -0.77138, -1.27051)
H (-2.03534, 1.59289, -0.35931)
H (-0.83179, 1.90668, 0.90176)
H (-0.07794, 2.29726, 0.19725)

Properties
Electronic energy = -272.415625 Eh
Relative energy (zero: lowest compared OMol25 entry of this formula, charge and spin) = 793.9 kJ/mol
LUMO level = 0.583 eV
HOMO = -8.84 eV
Kohn-Sham gap = 9.426 eV
Total charge = 0

Below is 2 unconnected molecules or ions with the total composition C7H10, with properties calculated with ωB97M-V/def2-TZVPD.

Atoms and positions in Å:
C (1.58134, -0.34873, 1.18929)
C (1.22048, 0.83866, 0.28294)
C (1.29529, -0.63782, -0.22642)
C (-0.00079, -1.25421, -0.59279)
C (-1.15529, -0.73748, -0.17159)
C (-1.20471, 0.56712, 0.58476)
C (-0.03957, 1.50011, 0.48767)
H (2.61070, -0.35841, 1.53460)
H (0.84671, -0.64940, 1.93084)
H (2.07768, 1.46235, 0.03481)
H (2.14748, -0.86147, -0.86377)
H (0.02265, -2.14568, -1.21527)
H (-2.10108, -1.20047, -0.44669)
H (-1.93012, 0.79473, -2.29088)
H (-2.13766, 1.10239, 0.37023)
H (-1.25456, 0.39123, 1.67738)
H (-1.97854, 1.53706, -2.28510)

Properties
Electronic energy = -272.530211 Eh
Relative energy (zero: lowest compared OMol25 entry of this formula, charge and spin) = 493.0 kJ/mol
LUMO level = 0.397 eV
HOMO = -7.94 eV
Kohn-Sham gap = 8.340 eV
Total charge = 0

Below is a single C7H10 molecule, with properties calculated with ωB97M-V/def2-TZVPD.

Atoms and positions in Å:
C (-2.21742, 0.32470, 0.53057)
C (-0.83445, -0.07002, 0.13015)
C (-0.37516, -1.05404, -0.89185)
C (2.45688, 0.49345, -0.81837)
C (1.52198, 1.04332, -0.04987)
C (0.49068, 0.30135, 0.73366)
C (0.11794, -1.13250, 0.52084)
H (-2.94328, -0.42942, 0.20780)
H (-2.30296, 0.45110, 1.61582)
H (-2.49624, 1.27449, 0.05965)
H (-1.12061, -1.79868, -1.17436)
H (0.30002, -0.76859, -1.69923)
H (3.12488, 1.10111, -1.42265)
H (2.57051, -0.58694, -0.87559)
H (1.43384, 2.13012, -0.00360)
H (0.40181, 0.63596, 1.77253)
H (0.01748, -1.93124, 1.24488)

Properties
Electronic energy = -272.623122 Eh
Relative energy (zero: lowest compared OMol25 entry of this formula, charge and spin) = 249.1 kJ/mol
LUMO level = 1.104 eV
HOMO = -9.03 eV
Kohn-Sham gap = 10.138 eV
Total charge = 0
Structure (SMILES) = C=C[C@@H]1[C@@H]2C[C@@]12C

Below is a molecular structure, C7H10 at a distorted geometry, with properties calculated with ωB97M-V/def2-TZVPD.

Atoms and positions in Å:
C (0.16003, -0.98141, 0.55903)
C (-0.64076, -0.95343, -0.52061)
C (1.40874, -0.38404, 0.38365)
C (0.05232, 0.28696, -0.85688)
C (-1.94187, -1.59310, -0.96711)
C (1.97976, 0.59511, 1.42677)
C (-0.50907, 1.52159, -0.30108)
H (2.06469, -0.94159, -0.34396)
H (-1.99586, -2.74077, -0.73324)
H (-1.85323, -1.58067, -2.00651)
H (-2.90189, -1.01110, -0.66702)
H (1.24111, 0.53075, 2.12550)
H (2.16541, 1.45953, 0.92927)
H (2.85180, 0.03583, 1.72684)
H (0.05044, 2.47828, -0.81866)
H (-0.49342, 1.60790, 0.70602)
H (-1.63820, 1.67016, -0.64201)

Properties
Electronic energy = -272.488287 Eh
Relative energy (zero: lowest compared OMol25 entry of this formula, charge and spin) = 603.1 kJ/mol
LUMO level = 0.839 eV
HOMO = -7.94 eV
Kohn-Sham gap = 8.781 eV
Total charge = 0

Below is a single C7H10 molecule at a distorted geometry, with properties calculated with ωB97M-V/def2-TZVPD.

Atoms and positions in Å:
C (1.93782, -0.06182, -0.36435)
C (1.03917, 0.50451, -1.43678)
C (0.46064, 0.15368, -0.11331)
C (-0.30715, 1.02511, 0.92794)
C (-1.18796, -0.19185, 1.24562)
C (-1.83908, -0.62959, -0.03954)
C (-0.42286, -1.00985, 0.22912)
H (2.73724, 0.56142, 0.03674)
H (2.24551, -1.10264, -0.48370)
H (1.18268, 1.56446, -1.63958)
H (0.75137, -0.09385, -2.29440)
H (0.53515, 1.26050, 1.55835)
H (-0.88039, 1.91154, 0.61282)
H (-1.58739, -0.53741, 2.19770)
H (-2.03890, 0.11701, -0.80834)
H (-2.54963, -1.44737, -0.00484)
H (-0.07622, -2.02385, 0.37654)

Properties
Electronic energy = -272.617990 Eh
Relative energy (zero: lowest compared OMol25 entry of this formula, charge and spin) = 262.6 kJ/mol
LUMO level = 1.178 eV
HOMO = -9.20 eV
Kohn-Sham gap = 10.381 eV
Total charge = 0
Structure (SMILES) = C1[C@@H]2CC3(CC3)[C@H]12

Below is a single C7H10 molecule at a distorted geometry, with properties calculated with ωB97M-V/def2-TZVPD.

Atoms and positions in Å:
C (-1.87777, -0.35707, 0.05820)
C (-1.39095, 0.85118, -0.70796)
C (-0.42570, -0.09110, -0.08712)
C (0.50529, -0.98611, -0.87756)
C (1.38428, -1.09806, 0.34061)
C (1.56149, 1.04451, 0.83112)
C (0.51186, 0.12096, 1.08328)
H (-2.27840, -1.20282, -0.49225)
H (-2.33663, -0.18408, 1.02847)
H (-1.46075, 0.82071, -1.79364)
H (-1.51768, 1.83367, -0.26782)
H (0.00678, -1.90178, -1.23078)
H (0.99132, -0.50564, -1.73386)
H (2.43140, -1.39740, 0.20206)
H (1.62772, 1.61688, -0.08771)
H (2.14956, 1.43675, 1.66968)
H (0.16347, 0.00674, 2.11122)

Properties
Electronic energy = -272.533829 Eh
Relative energy (zero: lowest compared OMol25 entry of this formula, charge and spin) = 483.5 kJ/mol
LUMO level (spin up / spin down) = 0.655 / 0.656 eV
HOMO (spin up / spin down) = -7.57 / -7.57 eV
Kohn-Sham gap (spin up / spin down) = 8.226 / 8.221 eV
Total charge = 0

Below is a gas-phase ion, C7H10 (charge +1) at a distorted geometry, with properties calculated with ωB97M-V/def2-TZVPD.

Atoms and positions in Å:
C (1.03439, 0.48816, 1.70581)
C (0.03236, 0.78177, 0.70090)
C (-0.18552, 2.06302, 0.32665)
C (-1.47089, -1.23438, 0.39228)
C (-0.61201, -0.29382, -0.06588)
C (-0.15708, -0.26562, -1.50145)
C (0.19104, -1.42331, -2.13115)
H (1.80335, -0.29572, 1.37886)
H (0.52285, 0.12293, 2.63166)
H (1.67038, 1.24030, 1.95162)
H (-0.66585, 2.37317, -0.60285)
H (0.39151, 2.80107, 0.94344)
H (-1.64312, -1.97648, -0.34733)
H (-1.91926, -1.30197, 1.41230)
H (-0.02365, 0.61609, -1.92552)
H (0.68901, -1.30465, -3.15547)
H (0.34250, -2.39055, -1.71389)

Properties
Electronic energy = -272.295100 Eh
Relative energy (zero: lowest compared OMol25 entry of this formula, charge and spin) = 190.3 kJ/mol
LUMO level (spin up / spin down) = -4.656 / -8.452 eV
Multiplicity = 2
HOMO (spin up / spin down) = -14.65 / -13.79 eV
Kohn-Sham gap (spin up / spin down) = 9.995 / 5.334 eV
Total charge = +1
⟨S²⟩ = 0.772

Below is 2 unconnected molecules or ions with the total composition C7H10BrN3O4 at a distorted geometry, with properties calculated with ωB97M-V/def2-TZVPD.

Atoms and positions in Å:
C (1.49276, -0.81911, -1.39698)
C (0.73632, 0.47239, -1.02984)
C (-1.83420, -1.21698, 0.88582)
C (4.19929, 1.33182, 0.00042)
C (-2.06327, -2.70964, 1.10209)
C (0.66563, 2.78184, -0.81578)
C (-0.67267, 0.28557, -0.45688)
N (4.82685, 0.39032, 0.31291)
N (1.33930, 1.55599, -1.17382)
N (5.51232, -0.79921, 0.56532)
O (6.15790, -0.82455, 1.54941)
O (-2.15730, -0.37930, 1.64290)
O (5.28886, -1.63045, -0.22861)
O (-1.10911, -1.03800, -0.18783)
Br (1.68434, -1.90638, 0.20304)
H (2.40101, -0.59861, -1.75947)
H (1.09011, -1.26522, -2.27352)
H (-2.28703, -3.03824, 2.16641)
H (-1.30793, -3.27323, 0.70668)
H (-2.94215, -2.81034, 0.51110)
H (0.00847, 3.02850, -1.78384)
H (-0.12197, 2.74849, 0.02471)
H (1.33658, 3.54802, -0.67710)
H (-0.47035, 0.78909, 0.47463)
H (-1.23425, 0.86692, -1.23224)

Properties
Electronic energy = -3311.710038 Eh
Relative energy (zero: lowest compared OMol25 entry of this formula, charge and spin) = 3.1 kJ/mol
LUMO level = -0.823 eV
HOMO = -9.68 eV
Kohn-Sham gap = 8.860 eV
Total charge = 0

Below is a single C7H10BrNO2 molecule at a distorted geometry, with properties calculated with ωB97M-V/def2-TZVPD.

Atoms and positions in Å:
C (1.39419, -0.62770, 0.13125)
C (1.61533, 1.04456, 0.01140)
C (3.41880, -0.15206, -0.28790)
C (-0.66523, -0.82331, -1.16902)
C (-0.65330, -1.50768, 1.32781)
C (0.99188, 3.32034, 0.10384)
C (0.14578, -1.45257, -0.04916)
N (2.91882, 1.12862, -0.15312)
O (2.56019, -1.14285, -0.08259)
O (0.64294, 1.92093, 0.14974)
Br (5.26496, -0.34472, -0.26476)
H (-1.49272, -1.37831, -1.35875)
H (0.08617, -0.80972, -2.06397)
H (-0.89490, 0.24670, -0.95656)
H (-1.09357, -0.55447, 1.49926)
H (0.03635, -1.83154, 2.13471)
H (-1.34581, -2.35474, 1.08599)
H (0.09094, 3.75392, -0.46156)
H (1.98589, 3.39827, -0.33454)
H (1.10533, 3.75394, 1.14819)
H (0.48804, -2.37595, -0.24953)

Properties
Electronic energy = -3051.848939 Eh
Relative energy (zero: lowest compared OMol25 entry of this formula, charge and spin) = 218.2 kJ/mol
LUMO level = 0.820 eV
HOMO = -7.24 eV
Kohn-Sham gap = 8.058 eV
Total charge = 0
Structure (SMILES) = COc1nc(Br)oc1C(C)C